CH4ClNO | ωB97M-V/def2-TZVPD

Computed properties:
Gap between HOMO and LUMO, eV: 10.517
Spin multiplicity: 1
SMILES: OCNCl
Max |F|, eV/Å: 2.7
E_tot, eV: -17160.1140

XYZ file:
```
8
Properties=species:S:1:pos:R:3:forces:R:3
C -0.282 -0.103 -0.372 1.70 0.78 1.93
N 1.018 -0.605 0.342 -0.29 0.47 -2.27
O -0.870 0.950 0.387 -0.49 -0.54 0.07
Cl 2.562 0.201 -0.063 -1.02 -0.09 -0.12
H -0.878 -0.992 -0.122 -0.32 0.46 -0.93
H -0.194 0.249 -1.433 0.38 -1.10 0.89
H 0.904 -0.300 1.285 -0.32 0.12 0.89
H -0.336 1.745 0.469 0.36 -0.11 -0.46
```
Forces are in eV/Å.

Atomic partial charges in e from the natural (NBO) method, atoms 1 to 4:
1 C 0.0735
2 N -0.5932
3 O -0.7384
4 Cl 0.0245